Formula: C15H25KN5O
Source: the OMol25 dataset
Level of theory: ωB97M-V with the def2-TZVPD basis set

Last column: natural (NBO) charge in e.
Positions of all 47 atoms, in Å:
1 K -0.399 0.762 -0.247  0.883
2 C -1.952 -2.445 -2.640  -0.703
3 C -0.929 -1.937 -1.663  0.295
4 N -0.002 -1.113 -1.938  -0.451
5 C 0.137 -0.473 -3.254  -0.284
6 C 1.452 0.330 -3.282  -0.221
7 N 1.697 1.225 -2.145  -0.628
8 C 0.866 2.417 -2.030  -0.234
9 C 1.281 3.242 -0.786  -0.233
10 N 1.529 2.377 0.395  -0.686
11 C 0.985 2.798 1.700  -0.215
12 C 1.062 1.647 2.717  -0.263
13 N 0.290 0.502 2.221  -0.460
14 C 0.359 -0.653 2.740  0.322
15 C 1.161 -1.008 3.959  -0.704
16 C -0.363 -1.757 1.955  0.168
17 C -0.937 -2.892 2.507  -0.229
18 C -1.572 -3.780 1.644  -0.144
19 C -1.615 -3.522 0.279  -0.220
20 C -0.995 -2.373 -0.191  0.162
21 N -0.395 -1.534 0.647  -0.449
22 H -2.363 -1.618 -3.222  0.239
23 H -2.777 -2.962 -2.155  0.233
24 H -1.493 -3.135 -3.352  0.251
25 H -0.724 0.182 -3.438  0.195
26 H 0.143 -1.205 -4.066  0.214
27 H 1.505 0.910 -4.204  0.205
28 H 2.282 -0.376 -3.317  0.210
29 H 1.680 0.691 -1.288  0.361
30 H -0.211 2.196 -1.983  0.134
31 H 0.999 3.020 -2.927  0.219
32 H 0.492 3.957 -0.548  0.203
33 H 2.170 3.823 -1.032  0.209
34 H 2.520 2.198 0.480  0.382
35 H -0.064 3.083 1.564  0.186
36 H 1.508 3.669 2.108  0.196
37 H 0.682 1.989 3.685  0.217
38 H 2.110 1.371 2.879  0.197
39 H 2.224 -0.858 3.754  0.248
40 H 1.029 -2.047 4.255  0.234
41 H 0.904 -0.371 4.807  0.242
42 H -0.903 -3.084 3.572  0.233
43 H -2.037 -4.674 2.038  0.234
44 H -2.101 -4.212 -0.398  0.231
45 O -2.749 1.753 -0.106  -0.965
46 H -3.577 1.994 -0.529  0.495
47 H -2.908 1.893 0.835  0.488

Values from the calculation:
LUMO level = -2.6 eV
energy relative to the best compared isomer or geometry (same formula, charge and spin) = 8.6 kcal per mole
HOMO energy = -11.6 eV
strongest force on any atom = 0.95 eV Å⁻¹
charge = +1